(1)
48
Properties=species:S:1:pos:R:3:mulliken_charge:R:1 method="wB97M-V/def2-TZVPD" energy_ha=-2605.17976 charge=-2 spin_multiplicity=4 homo_energy_ev="3.25 / -0.44" largest_force_ha_per_bohr=0.09092 e_lumo_ev="5.23 / 5.12" gap_ev="1.97 / 5.56" s_squared=3.885
C -1.450 0.502 1.479 1.111
H -2.679 -2.446 2.770 0.282
H 0.350 2.590 -2.190 0.454
H 1.354 -4.582 -2.446 1.277
H -1.418 1.536 1.924 -0.181
C 0.938 -3.736 -1.903 -1.387
H -3.789 -1.975 0.875 0.181
H -1.250 -2.821 1.779 0.360
C -1.590 -2.378 2.741 -1.295
C 1.875 0.825 0.021 -0.186
Co -0.125 0.562 0.049 -1.943
H 1.361 2.030 1.851 0.401
H 1.439 -1.149 2.674 0.190
H 1.704 0.218 -2.102 -0.003
C 0.250 1.828 -1.426 0.534
H -1.189 -2.996 3.546 0.355
C -4.454 0.943 1.947 -1.094
C 1.383 0.876 -1.310 0.115
H -2.944 2.670 -0.473 0.243
H -0.961 0.450 -2.453 -0.063
C -1.857 0.120 4.487 -1.174
H 0.177 -3.126 -2.398 1.057
C -3.485 1.747 -0.677 -0.997
Si -1.003 -0.607 2.966 -0.175
H -5.424 1.056 1.442 0.363
H 0.633 -2.468 1.120 -0.137
H 0.951 -1.119 4.377 0.399
H 2.095 -1.683 0.317 0.219
H -4.480 -1.254 -0.594 0.323
H -4.188 1.918 2.389 0.258
H -1.551 -0.443 5.379 0.315
H 1.218 0.402 3.504 0.218
C 1.180 1.806 0.793 -0.606
Si -3.175 0.434 0.653 -0.289
C 1.365 -2.493 0.309 -1.739
C -3.568 -1.292 0.039 -1.334
N -0.983 0.966 -1.562 0.178
C 1.326 -3.389 -0.681 -0.362
C 0.827 -0.611 3.393 -0.986
H -0.441 3.249 0.214 0.406
C 0.227 2.433 -0.057 -0.034
H -4.557 1.969 -0.685 0.412
H -2.760 -1.721 -0.559 0.337
H -2.953 0.086 4.424 0.233
H -3.187 1.411 -1.678 0.254
H 2.707 0.211 0.362 1.005
H -1.560 1.167 4.636 0.264
H -4.564 0.211 2.756 0.237

(2)
45
Properties=species:S:1:pos:R:3:mulliken_charge:R:1 method="wB97M-V/def2-TZVPD" energy_ha=-5716.68225 charge=0 e_above_lowest_ev=0.000 spin_multiplicity=1 homo_energy_ev=-8.45 largest_force_ha_per_bohr=0.00418 e_lumo_ev=-1.13 gap_ev=7.32
C -2.428 0.971 0.709 0.371
C -3.924 1.998 2.281 -0.497
C -3.278 -0.298 2.587 -0.704
C 1.922 -0.751 -0.234 -0.271
C 0.359 3.241 -0.305 0.284
H -3.298 -1.221 3.151 0.441
C -0.267 -3.279 -1.562 0.555
C 3.272 0.412 1.403 -0.953
H 2.555 -2.011 -3.197 0.306
O -1.095 -2.256 2.125 -0.675
Br 0.108 -2.073 -4.176 -0.345
H 4.859 -1.277 -2.604 0.408
N -0.046 0.450 -2.302 -0.130
C 3.176 -0.268 0.168 0.861
C 4.256 -0.463 -0.721 -0.414
N -0.398 -1.095 -0.003 0.524
H -4.470 2.869 2.620 0.389
C -3.139 2.081 1.140 -0.699
C 1.092 2.444 -1.222 -0.009
C 0.471 1.368 -1.796 0.540
C 0.897 0.073 1.771 -0.464
H -3.052 3.015 0.604 0.413
C -3.995 0.812 3.001 -0.604
C 2.482 2.629 -1.442 0.148
C 0.772 -0.581 0.573 0.566
O -2.441 -2.432 0.055 -0.729
N 3.615 2.730 -1.630 -0.576
H -4.601 0.755 3.896 0.402
C -2.014 -1.310 -2.294 0.599
C 2.761 -1.543 -2.245 -0.081
H 0.038 0.224 2.409 0.460
H -1.794 1.029 -0.166 0.123
N 1.733 -1.357 -1.447 0.531
Co -0.180 -1.443 -1.894 -1.015
C 4.054 -1.116 -1.903 -0.831
O -0.268 -4.377 -1.349 -0.200
H 2.223 1.100 3.114 0.397
N -3.106 -1.194 -2.630 -0.103
C -2.503 -0.207 1.437 0.274
C 2.156 0.569 2.174 -1.047
N -0.265 3.860 0.441 -0.538
H 4.228 0.814 1.712 0.410
S -1.601 -1.644 0.930 1.155
H -4.101 -1.170 -2.718 0.286
H 5.233 -0.077 -0.459 0.439

(3)
193
Properties=species:S:1:pos:R:3:mulliken_charge:R:1 method="wB97M-V/def2-TZVPD" energy_ha=-3356.12676 charge=0 e_above_lowest_ev=5.671 spin_multiplicity=1 homo_energy_ev=-8.19 largest_force_ha_per_bohr=0.08375 e_lumo_ev=0.32 gap_ev=8.51 smiles=COC[C@H](C)N.COC[C@H](C)N.COC[C@H](C)N.COC[C@H](C)N.COC[C@H](C)N.COCCNCCOC.COCCNCCOC.COCCNCCOC.CC(C)O.CC(C)O.CC(C)O
C 16.077 -14.983 -14.534 0.964
C 8.345 -24.766 -20.315 -1.444
H 8.725 -20.458 -17.347 0.308
H 8.717 -25.495 -19.595 0.374
H 9.173 -20.051 -9.635 0.523
C 4.754 -22.209 -13.698 -0.765
C 8.112 -22.281 -15.247 -0.649
H 19.109 -17.027 -20.074 0.218
H 16.120 -12.882 -15.105 -0.007
H 12.623 -17.360 -10.382 0.543
H 19.833 -14.499 -17.943 0.297
H 12.627 -15.382 -16.106 -0.806
C 16.412 -14.708 -13.098 -1.379
H 10.909 -18.501 -12.590 -1.738
C 10.931 -21.545 -8.103 -0.337
H 15.562 -23.691 -9.609 0.494
C 18.661 -16.086 -20.394 -1.054
H 17.399 -18.273 -16.918 0.243
H 16.325 -21.433 -17.740 0.428
H 19.182 -20.309 -18.462 0.029
H 21.434 -25.804 -17.221 0.378
H 14.623 -11.839 -13.871 -0.053
H 8.439 -21.563 -20.778 0.278
O 20.249 -21.974 -17.707 -0.464
H 10.857 -16.043 -18.443 0.282
H 9.053 -22.646 -21.766 0.286
H 13.925 -9.384 -11.463 0.282
H 8.989 -22.798 -14.859 0.325
H 5.034 -21.761 -12.745 0.303
C 13.276 -11.297 -15.539 -1.031
H 13.139 -12.378 -17.179 0.259
C 21.510 -24.880 -17.795 -1.636
O 19.053 -14.882 -18.351 -0.473
H 14.783 -22.073 -17.729 -0.239
H 16.619 -15.816 -14.981 -0.010
O 15.462 -18.348 -17.717 -0.192
H 17.222 -23.265 -16.689 0.169
H 10.069 -18.341 -16.809 0.322
C 9.078 -20.232 -16.341 -0.161
H 11.615 -22.209 -17.282 0.305
N 8.842 -20.152 -12.146 -0.467
H 8.174 -23.084 -19.051 -0.118
H 14.007 -10.671 -16.050 0.369
N 14.682 -20.402 -19.765 -0.094
H 15.662 -23.962 -16.335 0.236
H 19.898 -12.904 -19.862 0.350
C 10.310 -23.349 -19.580 -0.697
C 14.727 -21.759 -9.366 0.721
H 14.384 -20.140 -20.693 0.295
H 16.696 -21.632 -8.729 0.294
H 8.937 -20.441 -13.110 0.135
C 13.653 -11.366 -14.022 0.307
C 6.988 -22.588 -14.314 -0.303
H 4.478 -23.255 -13.568 0.302
H 16.392 -20.953 -21.579 0.477
H 11.416 -15.449 -12.475 0.514
H 10.367 -16.816 -10.486 0.457
H 7.261 -22.241 -13.318 -0.037
H 10.333 -20.841 -7.524 0.347
H 17.112 -18.361 -18.738 0.022
H 16.042 -13.739 -12.764 0.175
H 13.696 -20.642 -10.890 -0.425
H 12.483 -18.981 -10.874 -0.496
H 22.051 -25.087 -18.718 0.356
H 13.516 -21.855 -13.017 -0.171
H 12.839 -22.278 -14.587 0.128
C 16.585 -13.832 -15.370 -1.401
H 15.203 -19.668 -19.306 -0.065
O 8.005 -18.092 -16.542 -0.476
H 15.919 -21.282 -12.809 -0.197
H 12.457 -19.758 -14.162 -0.322
H 15.046 -25.350 -11.360 0.343
H 15.776 -20.498 -8.299 0.304
C 16.719 -21.447 -20.664 -1.434
H 12.485 -16.569 -18.348 -0.059
H 15.955 -22.629 -10.984 0.322
H 16.443 -14.020 -16.434 0.355
H 10.280 -16.352 -13.505 0.323
H 14.397 -14.486 -15.247 -0.191
H 11.326 -21.149 -12.329 -0.206
C 15.708 -22.133 -18.303 0.409
O 10.153 -21.942 -9.203 -0.373
N 8.394 -22.545 -21.007 -0.723
C 9.251 -18.733 -16.204 0.316
H 15.452 -20.118 -10.646 0.428
H 18.873 -22.737 -18.733 -0.177
H 17.023 -24.862 -17.243 0.432
H 14.163 -19.767 -9.516 0.708
O 10.172 -17.500 -11.131 -0.672
C 11.228 -17.634 -12.011 3.013
H 18.122 -13.061 -19.905 0.289
C 12.047 -13.357 -15.750 -1.175
C 16.824 -17.931 -17.779 -0.369
N 8.338 -20.797 -15.167 -0.052
C 14.760 -17.969 -16.541 0.153
C 19.063 -13.491 -20.245 -1.340
H 13.341 -17.885 -11.927 0.126
H 12.667 -22.233 -18.690 0.529
H 14.063 -20.800 -16.409 -0.753
H 14.779 -22.302 -20.258 0.406
H 10.913 -15.166 -16.289 0.156
C 12.472 -17.967 -11.274 -0.589
H 19.713 -24.324 -17.028 0.157
H 11.928 -20.785 -18.227 0.069
H 10.554 -24.136 -18.866 0.373
H 12.827 -11.851 -13.502 0.258
H 18.697 -16.079 -21.484 0.423
H 18.519 -24.788 -19.119 0.277
C 8.801 -23.400 -19.884 0.800
H 12.110 -15.421 -19.673 0.262
H 13.211 -10.995 -11.449 0.285
H 11.102 -22.392 -7.438 0.295
N 13.239 -12.624 -16.205 -0.031
H 9.377 -19.299 -12.069 -0.058
H 14.878 -10.816 -11.832 0.309
H 13.961 -19.547 -14.058 -0.048
C 11.876 -15.717 -18.650 -0.326
C 11.872 -14.676 -16.453 1.205
C 9.408 -21.196 -11.425 0.582
H 7.258 -24.844 -20.329 0.359
H 3.806 -21.771 -14.011 0.271
H 13.773 -21.941 -8.872 0.078
H 9.544 -18.565 -15.168 -0.328
O 16.160 -23.428 -18.325 -0.533
H 16.944 -21.922 -14.035 0.376
H 15.268 -18.248 -15.618 0.162
H 8.563 -21.857 -11.233 0.385
H 8.893 -25.091 -21.200 0.351
O 12.137 -14.623 -17.850 -0.466
H 14.560 -16.900 -16.476 0.336
H 22.127 -24.251 -17.153 0.341
H 12.022 -16.502 -13.709 0.072
H 17.623 -16.209 -20.083 0.141
H 15.382 -24.143 -12.671 0.341
H 20.718 -19.953 -17.530 0.320
N 13.499 -20.058 -16.020 2.284
H 10.043 -20.715 -16.191 -0.179
O 10.544 -22.056 -19.060 -0.177
H 16.837 -16.841 -17.794 0.202
C 15.992 -21.410 -13.889 -0.389
H 6.857 -23.666 -14.398 0.507
H 12.328 -10.772 -15.655 0.414
H 7.717 -17.363 -14.614 0.248
N 15.769 -21.507 -8.349 -0.800
H 20.409 -15.115 -19.658 0.338
H 15.841 -15.368 -12.445 0.303
H 19.894 -25.226 -19.854 0.294
C 10.595 -21.930 -12.117 -0.370
C 16.461 -23.943 -17.076 -0.653
C 19.346 -14.877 -19.700 0.496
H 7.395 -20.440 -15.132 0.350
C 14.539 -20.521 -10.208 -1.040
C 11.228 -16.403 -12.969 -1.608
C 13.906 -10.344 -11.980 -0.726
H 10.894 -22.792 -11.522 0.616
C 13.421 -18.734 -16.407 -1.611
H 12.658 -18.198 -15.841 -0.229
H 13.973 -24.768 -12.704 0.325
O 14.719 -15.223 -14.724 0.133
H 17.068 -22.420 -21.010 0.379
C 9.901 -20.775 -10.001 -0.595
C 19.935 -22.962 -18.636 -0.090
O 14.873 -22.084 -14.453 0.122
O 13.729 -10.141 -13.357 -0.455
C 13.327 -20.265 -14.579 0.302
N 19.405 -25.250 -18.971 -0.709
H 8.105 -16.213 -15.984 0.214
C 15.465 -21.601 -19.783 -0.098
H 7.905 -22.726 -16.221 0.189
H 19.135 -13.333 -21.321 0.365
H 11.168 -12.767 -16.009 0.620
H 17.444 -20.839 -20.122 0.034
H 20.749 -20.650 -19.154 0.397
O 5.717 -21.932 -14.703 -0.393
H 10.288 -22.333 -13.082 -0.143
O 14.103 -23.513 -11.077 -0.145
C 7.532 -17.079 -15.650 -0.595
H 10.681 -20.027 -10.144 -0.097
C 11.720 -21.852 -18.306 -0.943
H 15.988 -20.373 -14.225 0.032
H 20.484 -22.798 -19.563 0.480
C 20.106 -24.353 -18.044 0.624
H 17.473 -14.782 -12.861 0.413
H 12.094 -13.616 -14.692 0.277
C 20.197 -20.622 -18.215 -0.554
H 13.001 -18.740 -17.413 0.183
H 17.652 -13.717 -15.174 0.503
C 15.168 -22.945 -10.299 -0.853
H 10.914 -23.576 -20.458 0.257
H 6.493 -16.855 -15.890 0.246
H 11.879 -21.197 -8.514 -0.183
C 13.592 -21.668 -14.088 -0.505
C 14.675 -24.490 -11.917 -0.930

(4)
11
Properties=species:S:1:pos:R:3:mulliken_charge:R:1 method="wB97M-V/def2-TZVPD" energy_ha=-451.20191 charge=-1 e_above_lowest_ev=1.792 spin_multiplicity=3 homo_energy_ev="-0.43 / -5.22" largest_force_ha_per_bohr=0.20855 e_lumo_ev="3.80 / 3.68" gap_ev="4.23 / 8.90" s_squared=2.017
O -2.535 1.332 0.406 -0.397
O 1.966 -0.824 1.792 -0.337
C 1.541 -0.955 0.723 0.224
N 1.352 -1.347 -0.379 -0.256
O -1.526 2.167 2.399 -0.666
C -1.543 1.611 1.335 0.619
H -0.028 -1.599 -1.839 0.218
C 0.573 -0.812 -1.490 -0.479
H 1.262 -0.560 -2.260 0.250
N -1.023 0.932 0.377 -0.510
H -0.039 0.056 -1.065 0.334

(5)
9
Properties=species:S:1:pos:R:3:mulliken_charge:R:1 method="wB97M-V/def2-TZVPD" energy_ha=-307.71909 charge=0 e_above_lowest_ev=1.897 spin_multiplicity=1 homo_energy_ev=-10.53 largest_force_ha_per_bohr=0.05421 e_lumo_ev=-0.17 gap_ev=10.35 smiles="[NH3+][O-].O=BO"
H 2.230 -0.163 -0.291 0.341
O 0.904 -0.376 1.113 -0.629
H 1.106 1.280 -0.221 0.350
H 0.618 -0.054 -0.699 0.237
O -1.566 -0.691 0.768 -0.433
N 1.305 0.257 -0.033 -0.213
H -0.542 -0.537 1.096 0.434
B -1.869 -0.117 -0.325 0.503
O -2.187 0.401 -1.409 -0.590

(6)
27
Properties=species:S:1:pos:R:3:mulliken_charge:R:1 method="wB97M-V/def2-TZVPD" energy_ha=-3221.69591 charge=0 e_above_lowest_ev=2.839 spin_multiplicity=1 homo_energy_ev=-9.16 largest_force_ha_per_bohr=0.09472 e_lumo_ev=-1.26 gap_ev=7.89 smiles="CC(C)(C)OC(=O)N[C@@H]1C/C1=[N+](/[O-])Br"
H 3.760 1.443 -1.263 0.358
C 2.117 0.606 -0.094 1.532
C -3.450 -0.511 0.365 0.843
N -3.927 0.693 0.247 0.129
H 3.058 -1.271 -0.500 0.397
O -3.574 1.825 0.514 -0.503
C -2.207 -1.390 0.418 -0.599
C 3.001 -0.557 0.296 -1.642
H 4.092 -0.176 0.442 0.393
C -3.495 -1.755 -0.334 -0.781
H -3.546 -1.788 -1.493 0.221
H -1.251 -0.776 -1.481 0.314
H 1.481 2.549 0.701 0.285
H -1.813 -1.769 1.308 0.609
H 2.870 1.912 1.571 0.361
C 0.045 -0.583 0.300 0.609
H 2.562 -0.968 1.156 0.416
Br -5.927 0.423 -0.596 -0.189
H 1.164 0.993 1.833 0.329
N -1.150 -0.834 -0.393 -0.189
H 2.527 0.548 -2.210 0.340
C 1.922 1.559 1.132 -1.226
O 0.830 0.099 -0.604 -0.427
O 0.251 -1.025 1.378 -0.585
C 2.649 1.256 -1.309 -1.659
H 2.116 2.131 -1.514 0.438
H -4.103 -2.634 0.129 0.228

- What is the charge in the first record?
  -2

- Look up the charge of the third one.
  0

Please write out number 1 again, unchanged.
48
Properties=species:S:1:pos:R:3:mulliken_charge:R:1 method="wB97M-V/def2-TZVPD" energy_ha=-2605.17976 charge=-2 spin_multiplicity=4 homo_energy_ev="3.25 / -0.44" largest_force_ha_per_bohr=0.09092 e_lumo_ev="5.23 / 5.12" gap_ev="1.97 / 5.56" s_squared=3.885
C -1.450 0.502 1.479 1.111
H -2.679 -2.446 2.770 0.282
H 0.350 2.590 -2.190 0.454
H 1.354 -4.582 -2.446 1.277
H -1.418 1.536 1.924 -0.181
C 0.938 -3.736 -1.903 -1.387
H -3.789 -1.975 0.875 0.181
H -1.250 -2.821 1.779 0.360
C -1.590 -2.378 2.741 -1.295
C 1.875 0.825 0.021 -0.186
Co -0.125 0.562 0.049 -1.943
H 1.361 2.030 1.851 0.401
H 1.439 -1.149 2.674 0.190
H 1.704 0.218 -2.102 -0.003
C 0.250 1.828 -1.426 0.534
H -1.189 -2.996 3.546 0.355
C -4.454 0.943 1.947 -1.094
C 1.383 0.876 -1.310 0.115
H -2.944 2.670 -0.473 0.243
H -0.961 0.450 -2.453 -0.063
C -1.857 0.120 4.487 -1.174
H 0.177 -3.126 -2.398 1.057
C -3.485 1.747 -0.677 -0.997
Si -1.003 -0.607 2.966 -0.175
H -5.424 1.056 1.442 0.363
H 0.633 -2.468 1.120 -0.137
H 0.951 -1.119 4.377 0.399
H 2.095 -1.683 0.317 0.219
H -4.480 -1.254 -0.594 0.323
H -4.188 1.918 2.389 0.258
H -1.551 -0.443 5.379 0.315
H 1.218 0.402 3.504 0.218
C 1.180 1.806 0.793 -0.606
Si -3.175 0.434 0.653 -0.289
C 1.365 -2.493 0.309 -1.739
C -3.568 -1.292 0.039 -1.334
N -0.983 0.966 -1.562 0.178
C 1.326 -3.389 -0.681 -0.362
C 0.827 -0.611 3.393 -0.986
H -0.441 3.249 0.214 0.406
C 0.227 2.433 -0.057 -0.034
H -4.557 1.969 -0.685 0.412
H -2.760 -1.721 -0.559 0.337
H -2.953 0.086 4.424 0.233
H -3.187 1.411 -1.678 0.254
H 2.707 0.211 0.362 1.005
H -1.560 1.167 4.636 0.264
H -4.564 0.211 2.756 0.237